No. 1
Entry from OMol25: a cluster of 12 separate species, C48H72O36 in total at a distorted geometry (ωB97M-V/def2-TZVPD).

Geometry (Å):
1 C 0.77631 -2.54889 -4.07837
2 C 1.24076 -3.89352 -4.55504
3 C 1.01393 -5.06328 -3.59459
4 O 0.47138 -6.10198 -4.38910
5 C 0.14388 -5.61970 -5.60174
6 O -0.42648 -6.23733 -6.43648
7 O 0.51149 -4.31811 -5.71269
8 H 1.30741 -2.07763 -3.25014
9 H -0.29829 -2.39871 -3.99536
10 H 1.06530 -1.82304 -4.85196
11 H 2.29743 -3.86679 -4.83117
12 H 0.38710 -4.86544 -2.72236
13 H 1.97583 -5.36823 -3.17636
14 C -3.37785 -0.03053 -3.29646
15 C -4.15967 1.03736 -4.06334
16 C -5.35711 1.57902 -3.28399
17 O -5.12315 2.96714 -3.12822
18 C -3.97883 3.30254 -3.74524
19 O -3.52942 4.39832 -3.84863
20 O -3.34099 2.20306 -4.20104
21 H -2.84079 0.40201 -2.45275
22 H -2.64475 -0.51270 -3.94488
23 H -4.06158 -0.80920 -2.95358
24 H -4.41957 0.59244 -5.02348
25 H -5.44936 1.09690 -2.31009
26 H -6.26994 1.34837 -3.83535
27 C -0.34696 6.00847 2.39465
28 C -1.33157 4.95456 2.87072
29 C -1.56637 4.96746 4.39391
30 O -2.97556 4.82747 4.49274
31 C -3.54745 4.91001 3.27296
32 O -4.72277 4.82628 3.10274
33 O -2.62862 5.21719 2.33940
34 H 0.64370 5.87858 2.82895
35 H -0.77033 6.99362 2.60918
36 H -0.16414 6.07714 1.32002
37 H -0.95879 3.95904 2.62472
38 H -1.17728 5.89118 4.82029
39 H -1.06407 4.08097 4.77337
40 C -1.00505 -1.42824 -0.53183
41 C -0.08598 -0.54163 0.25861
42 C 1.13329 -0.09070 -0.52561
43 O 1.35272 1.24305 -0.09540
44 C 0.20807 1.71948 0.40604
45 O -0.02732 2.85546 0.64974
46 O -0.69988 0.72657 0.53354
47 H -1.81525 -1.81202 0.08525
48 H -0.41744 -2.27096 -0.90907
49 H -1.43637 -0.94693 -1.41091
50 H 0.15373 -1.05441 1.19441
51 H 1.00185 -0.17909 -1.60673
52 H 1.99039 -0.71954 -0.29219
53 C -1.15841 -3.55243 4.01598
54 C -0.02535 -3.65515 3.02285
55 C 0.78735 -4.95931 3.04483
56 O 0.91043 -5.34940 1.67578
57 C 0.02855 -4.64823 0.93808
58 O -0.17962 -4.83925 -0.21875
59 O -0.55763 -3.71323 1.68442
60 H -1.79775 -4.43313 3.99929
61 H -1.78855 -2.72306 3.69332
62 H -0.81803 -3.32293 5.02372
63 H 0.67067 -2.81353 3.02621
64 H 0.32022 -5.78272 3.58759
65 H 1.76063 -4.76963 3.49859
66 C -3.92751 3.26773 -0.67421
67 C -3.80626 2.20208 0.39737
68 C -5.03356 2.02999 1.31755
69 O -5.33261 0.62937 1.19033
70 C -4.58774 0.06418 0.22542
71 O -4.67056 -1.06745 -0.15787
72 O -3.76664 0.95728 -0.30712
73 H -3.88869 4.28544 -0.27354
74 H -4.88622 3.26847 -1.19911
75 H -3.13742 3.20663 -1.42389
76 H -2.89505 2.26221 0.99198
77 H -5.85637 2.66391 0.99496
78 H -4.73160 2.21916 2.34289
79 C 6.51662 0.17581 -4.14506
80 C 5.74188 0.96898 -3.10457
81 C 4.21081 0.79243 -3.24534
82 O 3.76351 0.59622 -1.93526
83 C 4.79854 0.45296 -1.08787
84 O 4.67418 0.38296 0.09782
85 O 5.94177 0.42610 -1.78250
86 H 7.46695 0.62990 -4.41909
87 H 5.92956 0.16914 -5.06816
88 H 6.66301 -0.86307 -3.85384
89 H 6.06189 2.00949 -3.17189
90 H 4.06531 -0.10955 -3.84658
91 H 3.71206 1.62381 -3.73414
92 C 3.85172 2.42487 2.32918
93 C 3.76897 3.38423 1.17647
94 C 2.55996 4.34102 1.15352
95 O 3.11190 5.62912 1.01322
96 C 4.48267 5.57473 1.10962
97 O 5.14409 6.56354 1.16721
98 O 4.87354 4.31074 1.09713
99 H 4.85800 2.01063 2.39572
100 H 3.15382 1.60204 2.16434
101 H 3.62414 2.83812 3.31554
102 H 3.85218 2.86770 0.21856
103 H 1.98925 4.16924 2.06772
104 H 1.95391 4.08781 0.28806
105 C 0.61012 1.60833 5.95158
106 C 0.58216 1.27360 4.44680
107 C 0.58487 -0.21701 4.12553
108 O -0.80104 -0.48160 4.04409
109 C -1.48475 0.63556 3.74908
110 O -2.63426 0.64258 3.44502
111 O -0.65732 1.69643 3.84554
112 H -0.18550 1.02461 6.42586
113 H 0.47142 2.66320 6.16452
114 H 1.53893 1.21360 6.36342
115 H 1.41676 1.85562 4.05741
116 H 1.09509 -0.85266 4.84586
117 H 1.02697 -0.41467 3.14739
118 C 2.95179 -3.29717 -1.28710
119 C 3.36412 -3.53635 0.15982
120 C 4.82081 -3.18240 0.43607
121 O 4.73862 -2.32739 1.57884
122 C 3.47097 -2.11411 1.91407
123 O 3.07675 -1.51756 2.86964
124 O 2.62323 -2.75494 1.07951
125 H 1.89761 -3.55470 -1.38048
126 H 3.54478 -3.89989 -1.97724
127 H 3.17135 -2.26434 -1.57189
128 H 3.10426 -4.57046 0.40574
129 H 5.28002 -2.63802 -0.38992
130 H 5.39386 -4.09911 0.57313
131 C -3.58453 -4.52246 0.83386
132 C -3.98511 -5.95798 1.16199
133 C -3.05234 -6.74646 2.06700
134 O -3.92988 -7.56482 2.80359
135 C -5.17260 -6.99600 2.80096
136 O -6.09135 -7.36087 3.44699
137 O -5.20093 -5.93496 1.95169
138 H -3.59490 -3.90063 1.72666
139 H -4.13987 -4.06950 0.01750
140 H -2.55777 -4.59926 0.47200
141 H -4.23225 -6.48337 0.23625
142 H -2.56718 -6.01008 2.71560
143 H -2.33956 -7.29870 1.45949
144 C 1.41788 4.99289 -3.76414
145 C 0.97413 3.91018 -2.81401
146 C -0.55686 3.73329 -2.71730
147 O -0.78796 2.36999 -3.01420
148 C 0.35434 1.78275 -3.36571
149 O 0.44987 0.67435 -3.79796
150 O 1.42286 2.61217 -3.21463
151 H 1.13178 4.82627 -4.80396
152 H 2.50242 5.12371 -3.74019
153 H 1.01909 5.96608 -3.46989
154 H 1.36619 4.16384 -1.82570
155 H -1.04541 4.41344 -3.41341
156 H -0.85975 4.01395 -1.70832

Summary:
**Charge**: 0
**SMILES string**: C[C@H]1COC(=O)O1.C[C@H]1COC(=O)O1.C[C@H]1COC(=O)O1.C[C@H]1COC(=O)O1.C[C@H]1COC(=O)O1.C[C@H]1COC(=O)O1.C[C@H]1COC(=O)O1.C[C@H]1COC(=O)O1.C[C@H]1COC(=O)O1.C[C@H]1COC(=O)O1.C[C@H]1COC(=O)O1.C[C@H]1COC(=O)O1
**Strongest force on any atom**: 0.0420 hartree/bohr
**Energy above the lowest of the compared OMol25 structures with the same formula, charge and spin**: 1.421 eV
**LUMO level**: -0.006 hartree
**DFT total energy**: -4581.09950 Eh
**Kohn-Sham gap**: 10.64 eV
**E_HOMO**: -0.3973 Ha

=====

No. 2
Entry from OMol25: a structure of composition C48H73BaClN2O5P3Si at a distorted geometry (ωB97M-V/def2-TZVPD).

Geometry (Å):
1 Ba 1.28768 -0.94144 0.15064
2 C -5.41479 -1.12026 1.02044
3 C -4.47891 -1.94888 1.90144
4 C -5.08796 -2.08939 3.29640
5 P -2.71884 -1.39728 1.63736
6 C -1.72080 -2.64221 2.61213
7 C -1.75924 -2.67715 4.13720
8 C -1.98739 -4.03731 2.04561
9 C -2.43248 0.16951 2.57542
10 C -2.86769 0.36769 3.88689
11 C -2.51973 1.50585 4.60297
12 C -1.70316 2.45557 4.00786
13 C -1.28964 2.28597 2.69075
14 C -1.66467 1.17151 1.92450
15 Si -1.10693 0.98223 0.05666
16 C -2.89874 1.07785 -0.74775
17 C -3.94933 1.69135 -0.04403
18 C -5.17716 1.98260 -0.61302
19 C -5.41811 1.63306 -1.93336
20 C -4.42176 0.98519 -2.64173
21 C -3.17187 0.70596 -2.07702
22 P -1.87640 -0.16682 -3.04096
23 C -2.61921 -1.86942 -3.22956
24 C -1.87507 -2.67035 -4.29520
25 C -4.12501 -2.04663 -3.41479
26 C -1.82245 0.68880 -4.69958
27 C -3.04797 0.79811 -5.60893
28 C -0.63169 0.14695 -5.51103
29 C -0.66591 2.87868 -0.34727
30 C -1.65042 3.87955 -0.24763
31 C -1.40719 5.21787 -0.49176
32 C -0.13451 5.62678 -0.86954
33 C 0.85480 4.67289 -0.99086
34 C 0.61653 3.31397 -0.73192
35 P 2.01571 2.12828 -0.92918
36 C 3.46534 3.02812 -0.13295
37 C 4.36167 3.95496 -0.95412
38 C 3.01516 3.73257 1.14845
39 C 2.23551 2.10004 -2.77921
40 C 3.48748 1.30201 -3.15935
41 C 2.15576 3.39941 -3.57473
42 H -6.41115 -1.57191 0.99833
43 H -5.04779 -1.03862 -0.00435
44 H -5.51639 -0.10825 1.41299
45 H -4.42588 -2.94923 1.45481
46 H -5.35379 -1.11228 3.70531
47 H -4.43247 -2.59345 4.00459
48 H -6.01314 -2.66987 3.22816
49 H -0.69491 -2.38614 2.32626
50 H -2.69390 -3.10207 4.50932
51 H -1.62502 -1.69260 4.58250
52 H -0.94563 -3.31257 4.49045
53 H -2.95233 -4.42190 2.38632
54 H -1.21211 -4.72779 2.38406
55 H -1.99674 -4.03821 0.95202
56 H -3.46863 -0.38848 4.37448
57 H -2.86872 1.63676 5.62001
58 H -1.40179 3.33854 4.56010
59 H -0.68407 3.06018 2.23199
60 H -3.80152 1.95915 0.99614
61 H -5.94387 2.47620 -0.02599
62 H -6.36829 1.85269 -2.40554
63 H -4.63329 0.67820 -3.65668
64 H -2.36288 -2.28910 -2.24891
65 H -2.25592 -2.42501 -5.29122
66 H -2.03249 -3.73954 -4.13891
67 H -0.80069 -2.49694 -4.28688
68 H -4.47136 -1.64117 -4.36880
69 H -4.70337 -1.58724 -2.61571
70 H -4.35252 -3.11734 -3.41474
71 H -1.55392 1.70366 -4.37982
72 H -3.49707 -0.17966 -5.79722
73 H -2.73955 1.20484 -6.57693
74 H -3.81110 1.46348 -5.20696
75 H -0.93777 -0.69531 -6.13291
76 H 0.19700 -0.19429 -4.88774
77 H -0.25061 0.92477 -6.17745
78 H -2.65737 3.60566 0.03556
79 H -2.20991 5.93993 -0.39326
80 H 0.08109 6.66934 -1.07139
81 H 1.84150 4.98894 -1.30005
82 H 4.08841 2.18079 0.17656
83 H 5.22296 4.24742 -0.34556
84 H 3.85226 4.87268 -1.25062
85 H 4.74340 3.47378 -1.85106
86 H 2.50452 4.66980 0.93054
87 H 3.88644 3.95166 1.76998
88 H 2.32679 3.11998 1.73419
89 H 1.36754 1.49053 -3.05609
90 H 4.38616 1.91553 -3.07089
91 H 3.41689 0.97834 -4.20073
92 H 3.61867 0.41578 -2.54332
93 H 2.97732 4.07705 -3.33579
94 H 1.21582 3.92710 -3.41939
95 H 2.23116 3.15840 -4.63947
96 C 5.29918 2.02616 4.59503
97 C 4.06935 2.09476 3.95815
98 C 3.67154 1.07324 3.10649
99 C 4.47951 -0.03711 2.91785
100 C 5.72171 -0.10029 3.54249
101 C 6.12712 0.93057 4.37282
102 N 3.99281 -1.06616 2.04224
103 N 4.49197 -2.17061 2.31215
104 C 4.09998 -3.29874 1.52975
105 C 4.98342 -4.37614 1.69841
106 C 4.74130 -5.55927 1.03475
107 C 3.61504 -5.64438 0.21814
108 C 2.76665 -4.55426 0.06889
109 C 2.93961 -3.32509 0.73483
110 H 5.61739 2.82677 5.25046
111 H 3.42481 2.95134 4.11095
112 H 2.72607 1.11910 2.58092
113 H 6.34631 -0.96567 3.37056
114 H 7.09753 0.88202 4.85108
115 H 5.85693 -4.25394 2.32971
116 H 5.41056 -6.40303 1.15028
117 H 3.39729 -6.57252 -0.30020
118 H 1.94070 -4.67198 -0.62597
119 O 4.31068 -1.47201 -1.38275
120 H 4.39523 -1.81582 -0.48289
121 H 3.82236 -2.17135 -1.84192
122 O 1.44079 -0.91224 -2.30280
123 H 1.63598 -1.79152 -2.73660
124 H 0.51117 -0.74841 -2.55876
125 O -0.09163 -2.85371 -0.83260
126 H 0.34798 -3.15216 -1.67454
127 H -0.29637 -3.67579 -0.37290
128 O 1.42396 -3.14908 3.63818
129 H 1.22520 -2.20487 3.70640
130 H 2.08133 -3.21675 2.92949
131 O 0.75813 -0.28050 3.53664
132 H -0.03360 0.25892 3.38209
133 H 1.34839 0.25142 4.08084
134 Cl 1.62314 -3.74933 -3.33720

Summary:
**Charge**: -1
**Strongest force on any atom**: 0.0468 hartree/bohr
**Energy above the lowest of the compared OMol25 structures with the same formula, charge and spin**: 0.349 eV
**LUMO level**: 0.075 hartree
**DFT total energy**: -4157.92235 Eh
**Kohn-Sham gap**: 6.13 eV
**E_HOMO**: -0.1505 Ha

=====

Which formula does entry 1 have?
C48H72O36